*i*
Here is the molecule C2HFN2O2 from the Open Molecules 2025 dataset. Energies are from ωB97M-V with the def2-TZVPD basis set.

Each line ends with the Mulliken charge.
Positions of all 8 atoms, in Å:
O -2.215 -0.599 -0.001  -0.473
C -1.023 -0.043 -0.001  0.646
N -0.697 1.202 0.007  -0.376
N 0.709 1.213 -0.006  -0.265
C 1.050 -0.012 -0.001  0.540
F 2.239 -0.521 0.001  -0.223
O 0.027 -0.897 0.002  -0.225
H -2.886 0.089 -0.009  0.376

## Properties
* orbital gap: 10.53 eV
* multiplicity: 1
* SMILES: Oc1nnc(F)o1

=====

*ii*
Here is the molecule C2HFN2O2 from the Open Molecules 2025 dataset. Energies are from ωB97M-V with the def2-TZVPD basis set.

Each line ends with the Mulliken charge.
Positions of all 8 atoms, in Å:
N -2.041 -1.284 0.188  -0.276
C -1.263 -0.460 0.077  0.000
C -0.200 0.487 -0.012  0.344
F -0.237 1.195 1.061  -0.210
N 1.076 -0.279 -0.102  0.921
O 1.369 -0.715 -1.196  -0.513
O 1.763 -0.204 0.858  -0.490
H -0.467 1.260 -0.873  0.223

## Properties
* orbital gap: 11.62 eV
* multiplicity: 1
* SMILES: N#C[C@@H](F)[N+](=O)[O-]

=====

Most stable structure - *i*; separation to the second - 78.0 kcal/mol.

=====

*i*
Here is the molecule C6H8S from the Open Molecules 2025 dataset. Energies are from ωB97M-V with the def2-TZVPD basis set.

Each line ends with the Mulliken charge.
Positions of all 15 atoms, in Å:
C 0.782 -0.325 1.864  -1.251
C -0.217 -0.201 0.770  1.031
C -1.045 -1.289 0.054  -0.945
C -1.324 -0.886 -1.203  -0.280
C -0.859 0.549 -1.497  -0.808
C -0.174 0.932 -0.180  -0.380
S -1.237 1.224 1.132  -0.240
H 1.845 -0.421 1.540  0.255
H 0.572 -1.122 2.608  0.348
H 0.798 0.609 2.474  0.356
H -1.160 -2.296 0.412  0.403
H -2.025 -1.234 -1.913  0.409
H -0.282 0.527 -2.363  0.365
H -1.635 1.170 -1.754  0.333
H 0.824 1.433 -0.136  0.403

## Properties
* orbital gap: 9.34 eV
* multiplicity: 1
* SMILES: C[C@]12C=CC[C@H]1S2

=====

*ii*
Here is the molecule C6H8S from the Open Molecules 2025 dataset. Energies are from ωB97M-V with the def2-TZVPD basis set.

Each line ends with the Mulliken charge.
Positions of all 15 atoms, in Å:
C 2.322 0.870 0.360  -0.885
S 1.597 -0.703 -0.205  -0.086
C -0.103 -0.311 -0.124  0.372
C -1.183 -1.153 0.153  -0.610
C -2.416 -0.352 0.156  -0.356
C -1.929 1.077 -0.054  -0.607
C -0.580 1.068 -0.225  -0.308
H 3.237 0.575 0.860  0.332
H 1.684 1.312 1.121  0.357
H 2.536 1.521 -0.514  0.249
H -1.056 -2.215 0.421  0.357
H -2.922 -0.450 1.134  0.257
H -3.146 -0.581 -0.646  0.271
H -2.616 1.921 -0.184  0.371
H 0.071 1.968 -0.510  0.287

## Properties
* orbital gap: 8.80 eV
* multiplicity: 1
* SMILES: CSC1=CCC=C1

=====

Most stable structure - *ii*; separation to the second - 11.9 kcal/mol.

=====

*i*
Here is the molecule C6H7NS from the Open Molecules 2025 dataset. Energies are from ωB97M-V with the def2-TZVPD basis set.

Each line ends with the Mulliken charge.
Positions of all 15 atoms, in Å:
C -0.688 1.354 0.152  -0.702
C 0.148 0.755 1.115  0.854
C 0.057 -0.597 -0.641  0.333
C 0.602 -0.515 0.688  0.000
C -0.004 -1.551 -1.830  -1.023
C 0.277 1.192 2.379  -1.095
N -0.702 0.478 -0.852  0.005
S 1.601 -1.511 1.548  -0.371
H -1.147 2.363 0.103  0.343
H -0.202 -2.586 -1.620  0.296
H -0.760 -1.149 -2.503  0.273
H 0.885 -1.752 -2.474  0.244
H 0.090 2.224 2.665  0.277
H 0.840 0.682 3.063  0.376
H -0.995 0.613 -1.792  0.191

## Properties
* orbital gap (alpha / beta): 7.28 / 5.90 eV
* multiplicity: 1

=====

*ii*
Here is the molecule C6H7NS from the Open Molecules 2025 dataset. Energies are from ωB97M-V with the def2-TZVPD basis set.

Each line ends with the Mulliken charge.
Positions of all 15 atoms, in Å:
C 0.330 0.913 1.621  -1.172
C 0.426 0.424 0.162  0.823
C 1.383 -0.765 -0.018  -1.245
C -0.939 0.065 -0.357  -0.166
N -1.330 0.965 -1.822  -0.515
C -1.994 0.038 -2.232  0.519
S -1.659 -1.524 -0.667  0.144
C -2.565 -1.215 -2.062  -0.485
H 1.358 0.942 2.088  0.348
H -0.448 0.235 2.220  0.254
H -0.101 1.961 1.759  0.315
H 0.801 1.227 -0.615  0.199
H 0.834 -1.705 0.195  0.308
H 2.213 -0.697 0.773  0.302
H 1.693 -0.865 -1.046  0.373

## Properties
* orbital gap: 7.68 eV
* multiplicity: 1
* SMILES: CC(C)C1=NC2=S1#C2

=====

Most stable structure - *i*; separation to the second - 96.2 kcal/mol.

=====

*i*
Here is C6H7NS as an isolated structure from the Open Molecules 2025 dataset. Energies are from ωB97M-V with the def2-TZVPD basis set.

Each line ends with the Mulliken charge.
Positions of all 15 atoms, in Å:
C -0.628 0.400 -2.124  -0.163
C -1.021 -0.357 -1.136  -0.767
C -0.227 -0.248 0.227  0.809
C -0.668 -1.157 1.227  -0.433
C 0.196 -0.923 2.211  -0.506
C 1.218 -0.104 1.836  -0.574
H 0.242 2.679 -2.889  0.149
H -1.008 0.247 -3.122  0.357
H -1.802 -0.935 -1.328  0.378
H -1.478 -1.818 0.951  0.378
H 0.412 -1.504 3.145  0.294
H 1.880 0.560 2.295  0.385
H 1.166 1.571 0.207  0.395
N 0.946 0.354 0.551  -0.351
S 0.772 1.236 -2.051  -0.350

## Properties
* orbital gap: 7.58 eV
* multiplicity: 1

=====

*ii*
Here is the molecule C6H7NS from the Open Molecules 2025 dataset. Energies are from ωB97M-V with the def2-TZVPD basis set.

Each line ends with the Mulliken charge.
Positions of all 15 atoms, in Å:
C -0.222 -1.330 -0.755  -0.936
C 0.152 -0.196 -0.120  0.768
C -0.596 1.063 -0.339  -0.303
C -1.916 1.134 -0.204  -0.292
C -2.832 0.087 0.213  0.063
N -3.622 -0.736 0.437  -0.415
C 1.344 -0.177 0.791  -0.970
S 2.983 0.031 -0.006  -0.176
H -1.101 -1.280 -1.364  0.365
H 0.297 -2.285 -0.575  0.273
H -0.099 2.001 -0.298  0.377
H -2.421 2.050 -0.393  0.372
H 1.154 0.640 1.461  0.365
H 1.430 -1.163 1.292  0.395
H 2.795 1.211 -0.599  0.113

## Properties
* orbital gap: 9.23 eV
* multiplicity: 1
* SMILES: C=C(/C=C\C#N)CS

=====

*iii*
Here is the molecule C6H7NS from the Open Molecules 2025 dataset. Energies are from ωB97M-V with the def2-TZVPD basis set.

Each line ends with the Mulliken charge.
Positions of all 15 atoms, in Å:
C -0.082 1.923 1.862  0.217
C 0.142 0.997 1.137  -1.422
C 0.297 0.047 0.024  1.590
C -0.265 -1.399 0.363  -1.326
C -0.509 0.619 -1.210  -0.908
S 0.725 1.667 -2.008  -0.149
C 1.970 0.686 -1.339  -0.121
N 1.732 -0.071 -0.385  -0.621
H -0.242 2.670 2.473  0.538
H -0.805 -1.889 -0.473  0.318
H -0.843 -1.435 1.388  0.292
H 0.773 -1.974 0.573  0.327
H -0.729 -0.237 -1.782  0.430
H -1.368 1.097 -0.756  0.454
H 2.980 0.835 -1.746  0.378

## Properties
* orbital gap: 9.98 eV
* multiplicity: 1
* SMILES: C#C[C@@]1(C)CSC=N1

=====

Most stable structure - *ii*; separation to the second - 27.2 kcal/mol.

=====

*i*
Here is a 2-piece molecular cluster, C4H11NP overall from the Open Molecules 2025 dataset. Energies are from ωB97M-V with the def2-TZVPD basis set.

Each line ends with the Mulliken charge.
Positions of all 17 atoms, in Å:
C 0.612 -0.298 -1.092  -0.320
C -0.336 0.118 -0.086  0.107
C -1.733 -0.227 0.163  -1.035
C 1.073 -1.809 0.912  -0.912
N 0.884 -0.511 0.344  0.117
P 0.089 3.356 -1.087  -0.044
H 0.289 -1.281 -1.494  0.292
H 1.353 0.231 -1.575  0.334
H -2.283 0.082 -0.787  0.312
H -2.080 0.328 1.041  0.326
H -2.085 -1.306 0.409  0.333
H 1.313 -1.793 1.948  0.362
H 0.096 -2.503 0.853  0.270
H 1.857 -2.369 0.429  0.372
H 1.482 0.058 0.837  0.328
H 0.605 4.350 -0.069  0.107
H -1.137 3.574 -0.746  0.052

## Properties
* orbital gap (alpha / beta): 9.06 / 7.08 eV
* multiplicity: 1
* total charge: +1

=====

*ii*
Here is a 2-piece molecular cluster, C4H11NP overall from the Open Molecules 2025 dataset. Energies are from ωB97M-V with the def2-TZVPD basis set.

Each line ends with the Mulliken charge.
Positions of all 17 atoms, in Å:
C 3.707 0.583 -0.210  0.003
C -1.279 1.654 0.263  -0.923
C -0.784 -0.500 -0.773  -0.808
C 0.624 0.439 0.903  -0.965
N -0.771 0.290 0.550  -0.059
P 4.134 -0.784 0.342  -0.281
H 1.129 1.118 0.199  0.289
H -2.367 1.712 0.083  0.326
H -1.009 2.280 1.078  0.384
H -0.826 1.959 -0.694  0.426
H -1.474 0.010 -1.477  0.358
H 0.170 -0.407 -1.206  0.368
H -1.057 -1.547 -0.738  0.346
H 0.833 0.877 1.965  0.278
H 1.182 -0.484 0.889  0.475
H -1.468 -0.264 1.125  0.389
H 3.312 1.538 -0.594  0.393

## Properties
* orbital gap: 10.12 eV
* multiplicity: 1
* total charge: +1

=====

Most stable structure - *ii*; separation to the second - 68.8 kcal/mol.

=====

*i*
Here is C6H8O2 as an isolated structure from the Open Molecules 2025 dataset. Energies are from ωB97M-V with the def2-TZVPD basis set.

Each line ends with the Mulliken charge.
Positions of all 16 atoms, in Å:
C 0.721 -0.518 0.285  0.201
C 1.229 -1.463 -0.912  -0.536
C 0.039 -0.482 -1.078  -0.126
C -1.587 0.466 -0.004  -0.606
C -0.135 0.829 0.538  0.290
C 0.301 2.063 0.802  -0.754
H 0.649 -2.133 1.654  0.330
H 0.907 -2.518 -0.636  0.286
H 2.200 -1.343 -1.343  0.281
H 0.433 0.318 -1.561  0.397
H -2.196 0.144 0.883  0.306
H -1.938 1.352 -0.412  0.466
H 1.402 2.586 0.928  0.232
H -0.539 2.792 0.701  0.213
O -0.150 -1.500 0.996  -0.581
O -1.335 -0.594 -0.841  -0.399

## Properties
* orbital gap: 9.43 eV
* multiplicity: 1

=====

*ii*
Here is the molecule C6H8O2 from the Open Molecules 2025 dataset. Energies are from ωB97M-V with the def2-TZVPD basis set.

Each line ends with the Mulliken charge.
Positions of all 16 atoms, in Å:
C 1.879 -1.142 0.333  -0.918
C 1.121 -0.297 -0.287  0.670
C 1.363 0.537 -1.446  -0.611
C 0.537 1.542 -1.362  -0.256
O -0.359 1.382 -0.388  -0.362
C -0.103 0.189 0.308  0.269
O -1.239 -0.737 0.293  -0.291
C -2.344 -0.422 0.952  -0.545
H 1.561 -1.864 1.098  0.276
H 2.930 -1.533 -0.030  0.232
H 2.342 0.484 -2.100  0.257
H 0.242 2.273 -2.164  0.327
H -0.004 0.520 1.426  0.296
H -3.135 -1.273 0.489  0.204
H -2.716 0.772 0.770  0.211
H -2.073 -0.433 2.109  0.242

## Properties
* orbital gap: 9.25 eV
* multiplicity: 1
* SMILES: C=C1C=CO[C@H]1OC

=====

*iii*
Here is the molecule C6H8O2 from the Open Molecules 2025 dataset. Energies are from ωB97M-V with the def2-TZVPD basis set.

Each line ends with the Mulliken charge.
Positions of all 16 atoms, in Å:
C -0.464 -1.969 0.785  -0.717
C 0.243 -0.879 0.806  0.186
C 0.920 0.186 1.597  -0.692
C 0.840 0.291 0.083  0.075
C 0.015 1.362 -0.600  -0.784
C -0.618 0.836 -1.908  0.635
O -0.487 1.321 -3.003  -0.557
O -1.435 -0.257 -1.747  -0.474
H -0.478 -2.409 1.782  0.230
H -0.808 -2.564 -0.043  0.389
H 0.230 0.733 2.221  0.222
H 1.887 -0.059 2.056  0.255
H 1.726 -0.036 -0.465  0.312
H -0.779 1.672 0.083  0.342
H 0.622 2.229 -0.870  0.273
H -1.413 -0.458 -0.777  0.308

## Properties
* orbital gap: 11.06 eV
* multiplicity: 1
* SMILES: C=C1C[C@@H]1CC(=O)O

=====

Most stable structure - *iii*; separation to the second - 52.1 kcal/mol.